Formula: C20H18BrF5N3NiO3Te
Source: OMol25
Level of theory: the ωB97M-V functional and the def2-TZVPD basis

Positions of all 52 atoms, in Å:
Ni (-0.81301, -1.61662, 0.26889)
C (2.18141, -2.19781, 0.80194)
O (1.21252, -1.19681, 0.42907)
C (1.65948, 0.10091, 0.24230)
C (2.98717, 0.46992, 0.26467)
C (3.29805, 1.81999, 0.14823)
Br (5.11284, 2.33458, 0.21673)
C (2.32066, 2.77855, 0.00178)
C (0.97473, 2.40352, -0.06562)
C (0.66303, 1.05283, 0.05225)
O (-0.64772, 0.57395, -0.01042)
C (-0.02234, 3.46691, -0.19983)
N (0.28523, 4.72382, -0.01015)
C (-0.87680, 5.42973, -0.16971)
C (-1.11541, 6.80354, -0.06813)
C (-2.40498, 7.24444, -0.27041)
C (-3.44631, 6.35572, -0.57887)
C (-3.23320, 4.99580, -0.69732)
C (-1.93613, 4.55198, -0.48051)
N (-1.35868, 3.30108, -0.48534)
H (2.77635, -2.49150, -0.06207)
H (1.61942, -3.04885, 1.17297)
H (2.82151, -1.81891, 1.59615)
H (3.77846, -0.25451, 0.38513)
H (2.56319, 3.82832, -0.06848)
H (-1.15365, 0.91268, 0.74796)
H (-0.30373, 7.48217, 0.15519)
H (-2.62742, 8.29995, -0.19064)
H (-4.44490, 6.74499, -0.72543)
H (-4.04212, 4.32007, -0.94404)
H (-1.80530, 2.46320, -0.80467)
F (-3.87146, -3.43601, 1.91749)
Te (-2.92829, -1.82825, 1.91820)
F (-4.19417, -0.50092, 2.24053)
F (-2.93467, -2.03657, 3.76106)
F (-1.28456, -2.91665, 2.00113)
F (-1.58263, -0.48559, 2.28042)
O (-2.81452, -1.64298, 0.15199)
N (-0.77253, -3.43021, -0.83147)
C (0.40458, -4.22892, -0.96121)
C (0.72167, -5.14868, 0.03364)
C (1.86064, -5.92542, -0.08589)
C (2.68759, -5.78999, -1.19351)
C (2.36936, -4.86806, -2.18176)
C (1.23374, -4.08416, -2.06737)
H (-1.49022, -3.91087, -0.29947)
H (-1.15583, -3.14933, -1.72713)
H (0.07233, -5.26089, 0.89601)
H (2.10202, -6.64517, 0.68453)
H (3.57022, -6.40647, -1.29239)
H (3.00313, -4.76890, -3.05256)
H (0.98128, -3.36961, -2.84385)

The HOMO energy (alpha / beta) comes out at -10.7 / -10.7 eV. The value obtained for the HOMO-LUMO gap (alpha / beta) is 4.646 / 4.633 eV. The charge is +1. The value obtained for the calculated total energy is -163604.5911 eV. The value obtained for the energy above the lowest of the compared OMol25 structures with the same formula, charge and spin is 75.5 kJ/mol. As for the molecular weight: 709.57 g/mol.